A 2-piece molecular cluster, C4H9NO overall, computed with wB97M-V/def2-TZVPD.

Values from the calculation:
* calculated total energy: -7829.1030 eV
* energy above the lowest of the compared OMol25 structures with the same formula, charge and spin: 74.2 kcal/mol
* HOMO level: -8.33 eV
* 2S+1: 1
* F_max: 0.0157 Eh/bohr

XYZ file:
```
15
C4H9NO (wB97M-V/def2-TZVPD)
C -1.312 0.073 2.545
C -2.037 -0.053 1.435
C -0.108 -0.053 -0.576
O 0.808 0.080 0.390
N 0.500 -0.121 -1.762
C 1.911 0.008 -2.102
H 0.293 0.113 1.215
H -1.074 1.049 2.963
H -0.912 -0.794 3.065
H -2.248 -1.018 0.986
H -2.408 0.807 0.886
H -0.151 -0.189 -2.525
H 2.059 0.885 -2.744
H 2.449 0.121 -1.160
H 2.231 -0.908 -2.616
```

C4H9NO in the gas phase in a non-equilibrium geometry, computed with wB97M-V/def2-TZVPD.

Values from the calculation:
* calculated total energy: -7830.0837 eV
* SMILES string: C[C@]1(CN)CO1
* energy above the lowest of the compared OMol25 structures with the same formula, charge and spin: 51.6 kcal/mol
* HOMO level: -9.25 eV
* 2S+1: 1
* F_max: 0.0355 Eh/bohr

XYZ file:
```
15
C4H9NO (wB97M-V/def2-TZVPD)
C 0.686 1.410 -0.128
C 0.356 -0.023 0.048
C -1.027 -0.503 0.542
C 1.430 -0.997 0.210
H 0.194 2.002 -0.961
H 0.573 1.951 0.819
H 1.738 1.450 -0.397
H -0.941 -1.588 0.687
H -1.393 0.068 1.476
H -2.068 0.728 -0.584
H -1.951 -0.746 -1.285
H 1.289 -1.920 0.794
H 2.437 -0.669 0.218
N -2.086 -0.267 -0.414
O 0.762 -0.897 -1.023
```

A 2-piece molecular cluster, C4H9NO overall in a non-equilibrium geometry, computed with wB97M-V/def2-TZVPD.

Values from the calculation:
* calculated total energy: -7829.8495 eV
* SMILES string: C=NC(=C)C.O
* energy above the lowest of the compared OMol25 structures with the same formula, charge and spin: 57.0 kcal/mol
* HOMO level: -8.95 eV
* 2S+1: 1
* F_max: 0.0273 Eh/bohr

XYZ file:
```
15
C4H9NO (wB97M-V/def2-TZVPD)
C 1.545 -1.329 -0.345
C 0.335 -1.297 -1.217
C 0.323 -1.367 -2.539
C -1.708 -0.607 -0.306
N -0.857 -1.515 -0.459
H 1.384 -2.245 0.252
H 1.562 -0.657 0.519
H 2.458 -1.324 -0.919
H -0.543 -1.496 -3.177
H 1.215 -1.389 -3.155
H -2.579 -0.852 0.300
H -1.695 0.428 -0.663
H -0.664 3.868 3.538
H -0.638 5.145 4.399
O -0.139 4.637 3.773
```

C4H9NO in the gas phase, computed with wB97M-V/def2-TZVPD.

Values from the calculation:
* calculated total energy: -7830.7344 eV
* SMILES string: CC/N=C/OC
* energy above the lowest of the compared OMol25 structures with the same formula, charge and spin: 36.6 kcal/mol
* HOMO level: -9.56 eV
* 2S+1: 1
* F_max: 0.0163 Eh/bohr

XYZ file:
```
15
C4H9NO (wB97M-V/def2-TZVPD)
C 2.263 0.788 0.563
C 1.389 0.006 -0.411
N -0.029 0.123 -0.123
C -0.621 -0.961 0.154
O -1.950 -1.110 0.210
C -2.737 -0.013 -0.238
H 1.683 1.602 0.997
H 2.627 0.158 1.376
H 3.130 1.213 0.055
H 1.700 -1.052 -0.453
H 1.516 0.407 -1.423
H -0.128 -1.923 0.344
H -3.666 -0.443 -0.617
H -2.222 0.540 -1.027
H -2.955 0.665 0.592
```

C4H9NO in the gas phase, computed with wB97M-V/def2-TZVPD.

Values from the calculation:
* calculated total energy: -7829.2678 eV
* energy above the lowest of the compared OMol25 structures with the same formula, charge and spin: 70.4 kcal/mol
* HOMO level: -8.15 eV
* 2S+1: 1
* F_max: 0.0084 Eh/bohr

XYZ file:
```
15
C4H9NO (wB97M-V/def2-TZVPD)
C -2.367 -0.580 -0.113
C -0.875 -0.337 -0.005
O -0.724 1.016 0.467
C 0.385 1.741 0.610
N 1.570 1.176 0.312
C 2.069 -0.119 -0.170
H -2.843 -0.431 0.860
H -2.813 0.122 -0.823
H -2.571 -1.602 -0.451
H -0.422 -1.035 0.707
H -0.392 -0.457 -0.979
H 2.302 1.854 0.453
H 1.807 -0.297 -1.216
H 1.713 -0.949 0.442
H 3.160 -0.101 -0.096
```

C4H9NO in the gas phase in a non-equilibrium geometry, computed with wB97M-V/def2-TZVPD.

Values from the calculation:
* calculated total energy: -7828.5597 eV
* SMILES string: C[C@H]1N[C@H]1CO
* energy above the lowest of the compared OMol25 structures with the same formula, charge and spin: 86.7 kcal/mol
* HOMO level: -8.91 eV
* 2S+1: 1
* F_max: 0.0527 Eh/bohr

XYZ file:
```
15
C4H9NO (wB97M-V/def2-TZVPD)
C 0.046 -0.697 -1.596
C -0.616 0.476 -0.916
N -1.401 0.138 0.239
C -0.197 0.810 0.592
C 0.964 0.079 1.198
O 0.567 -1.206 1.594
H 0.488 -1.380 -0.857
H -0.677 -1.288 -2.174
H 0.814 -0.352 -2.291
H -0.166 1.475 -0.947
H -2.228 0.691 0.405
H -0.366 1.841 0.933
H 1.347 0.669 2.042
H 1.788 0.007 0.465
H -0.363 -1.265 1.315
```

C4H9NO as an isolated structure, computed with wB97M-V/def2-TZVPD.

Values from the calculation:
* calculated total energy: -7825.0935 eV
* energy above the lowest of the compared OMol25 structures with the same formula, charge and spin: 166.6 kcal/mol
* HOMO level: -7.53 eV
* 2S+1: 1
* F_max: 0.0088 Eh/bohr

XYZ file:
```
15
C4H9NO (wB97M-V/def2-TZVPD)
C -1.673 -0.576 0.092
C -0.653 0.554 0.257
C 1.069 0.164 -0.026
N 1.323 -0.473 -1.114
O 0.401 -0.128 -2.152
C 1.766 0.367 1.151
H -1.363 -1.223 -0.731
H -1.772 -1.181 0.999
H -2.653 -0.155 -0.152
H -0.643 1.144 -0.666
H -0.865 1.256 1.073
H 0.603 -0.797 -2.816
H 2.829 0.147 1.195
H 1.339 0.970 1.943
H 0.195 -0.115 1.004
```

A 2-piece molecular cluster, C4H9NO overall in a non-equilibrium geometry, computed with wB97M-V/def2-TZVPD.

Values from the calculation:
* charge: +1
* calculated total energy: -7820.7590 eV
* energy above the lowest of the compared OMol25 structures with the same formula, charge and spin: 58.5 kcal/mol
* HOMO level (alpha / beta): -13.17 / -15.03 eV
* 2S+1: 2
* F_max: 0.1081 Eh/bohr

XYZ file:
```
15
C4H9NO (wB97M-V/def2-TZVPD)
N 1.624 0.875 1.339
C 0.605 1.053 0.433
C 0.031 0.231 -0.479
C 0.449 -0.442 -1.635
C -0.522 -0.509 -2.613
H 2.401 1.437 1.089
H 1.764 -0.137 1.402
H 0.233 2.189 0.470
H -0.944 -0.069 -0.266
H 1.511 -0.758 -1.900
H -1.568 -0.455 -2.431
H -0.268 -0.874 -3.695
H -1.949 -1.576 2.516
H -1.803 -0.279 3.336
O -1.562 -0.687 2.433
```

Among the records above, which one has the lowest calculated total energy?
number 4

Look up the 2S+1 of the fourth one.
1

Which formula does entry 4 have?
C4H9NO